[1]
Entry from the OMol25 dataset: C18H25N4O2S5V as an isolated structure at a distorted geometry (ωB97M-V/def2-TZVPD).

Calculated values
Energy relative to the best compared isomer or geometry (same formula, charge and spin) in kJ/mol: 42.23
Charge: +2
2S+1: 3
Energy in eV: -108979.0419
Kohn-Sham gap (spin up / spin down) in eV: 6.392 / 6.628
Highest occupied orbital energy (spin up / spin down) in eV: -13.01 / -13.01

Element x y z (Å)
V  0.72649  0.23678  0.70575
C  3.79372  -1.19201  0.86728
C  2.97393  -2.39853  0.43369
S  1.16997  -2.20641  0.59154
C  0.84984  -2.81545  2.26896
C  1.25034  -1.85395  3.37298
S  0.53703  -0.21634  3.05059
C  1.76379  0.86627  3.83513
C  1.51655  2.30033  3.39236
S  1.25543  2.48484  1.60756
C  2.89452  2.82334  0.91397
C  3.85530  1.64334  0.91345
S  3.08391  0.24619  0.05115
H  4.83146  -1.30380  0.55411
H  3.77066  -1.04115  1.94656
H  3.25808  -3.28882  0.99414
H  3.14389  -2.61592  -0.62043
H  1.36102  -3.77196  2.37192
H  -0.22412  -2.98789  2.27136
H  2.33077  -1.73293  3.44373
H  0.87909  -2.20560  4.33471
H  2.75510  0.51829  3.54454
H  1.66446  0.76952  4.91577
H  2.34409  2.94699  3.68441
H  0.61430  2.70409  3.85061
H  3.30991  3.66732  1.46440
H  2.68384  3.16817  -0.09894
H  4.11050  1.32780  1.92531
H  4.77555  1.90366  0.39231
N  -3.42391  1.27974  -6.16755
C  -2.84729  1.27527  -4.95144
C  -1.58751  0.66876  -4.75365
C  -1.00334  0.67465  -3.51594
C  -1.66738  1.29093  -2.44190
C  -2.92510  1.89134  -2.61878
C  -3.50071  1.88530  -3.85786
S  -0.99092  1.31851  -0.91249
O  0.51929  1.37678  -1.03923
O  -1.59966  2.33147  -0.10256
N  -0.98954  -0.10268  -0.02454
C  -2.09264  -1.01654  0.02340
N  -1.90396  -2.01618  0.86918
C  -2.91810  -2.88539  0.95381
C  -4.07921  -2.73697  0.22090
C  -4.15049  -1.63090  -0.60697
N  -3.14667  -0.75745  -0.71514
H  -2.96561  0.88207  -6.96762
H  -4.30214  1.74208  -6.32133
H  -1.07784  0.21214  -5.59253
H  -0.03051  0.22158  -3.37979
H  -3.42716  2.36017  -1.78474
H  -4.46169  2.36011  -4.00968
H  -2.78618  -3.72359  1.62863
H  -4.89199  -3.44362  0.29807
H  -5.02915  -1.43376  -1.20920

Löwdin atomic charge list, values in e, 5 entries: atom 1 (V): 0.303, atom 2 (C): -0.453, atom 3 (C): -0.451, atom 4 (S): 0.941, atom 5 (C): -0.452

---

[2]
Entry from the OMol25 dataset: C5H5NO2 in the gas phase at a distorted geometry (ωB97M-V/def2-TZVPD).

Calculated values
Energy relative to the best compared isomer or geometry (same formula, charge and spin) in kJ/mol: 474.59
Energy in eV: -10846.3962
Kohn-Sham gap in eV: 8.771
Highest occupied orbital energy in eV: -8.07

Element x y z (Å)
C  0.30760  0.15025  -0.49236
C  -0.78296  0.81402  -0.81587
C  0.91046  -0.19962  0.78777
C  -2.38656  0.17852  0.90741
C  2.18940  -0.59916  0.87192
N  3.34735  -0.88918  1.09065
O  -2.02529  0.93290  -0.19661
O  -3.70564  0.31240  1.08873
H  1.06943  0.01378  -1.21536
H  -0.73768  1.22900  -1.86597
H  0.34179  -0.02169  1.68730
H  3.67132  -1.78813  1.03706
H  -4.25161  0.58539  0.31990

Löwdin atomic charge list, values in e, 5 entries: atom 1 (C): -0.132, atom 2 (C): -0.154, atom 3 (C): -0.097, atom 4 (C): -0.069, atom 5 (C): -0.144

---

[3]
Entry from the OMol25 dataset: C4H4O2 as an isolated structure (ωB97M-V/def2-TZVPD).

Calculated values
Energy relative to the best compared isomer or geometry (same formula, charge and spin) in kJ/mol: 451.02
Energy in eV: -8302.4028
Kohn-Sham gap in eV: 8.768
Highest occupied orbital energy in eV: -9.12

Element x y z (Å)
O  -0.49308  2.34225  0.09341
C  -0.21053  1.18072  0.13446
C  -1.01611  -0.13093  0.02782
C  0.33260  -0.81368  0.18535
O  1.03882  -0.50293  -1.03983
C  1.11147  0.44522  0.49920
H  -1.61179  -0.34494  -0.86214
H  -1.63571  -0.23180  0.92572
H  0.50135  -1.81723  0.57049
H  1.97414  -0.27693  -0.74470

Löwdin atomic charge list, values in e, 5 entries: atom 1 (O): 0.122, atom 2 (C): -0.387, atom 3 (C): -0.041, atom 4 (C): -0.328, atom 5 (O): -0.003

---

[4]
Entry from the OMol25 dataset: C16H22N8OS2Tl as an isolated structure at a distorted geometry (ωB97M-V/def2-TZVPD).

Calculated values
Energy relative to the best compared isomer or geometry (same formula, charge and spin) in kJ/mol: 7.78
Charge: +1
Energy in eV: -57275.6819
Kohn-Sham gap in eV: 8.326
Highest occupied orbital energy in eV: -11.02

Element x y z (Å)
Tl  -0.25405  1.68061  -1.23004
C  -6.15039  0.54929  -0.60707
C  -4.65284  0.51447  -0.31767
N  -3.71541  0.92856  -1.11413
N  -4.17368  1.58476  -2.24650
C  -3.42101  1.87252  -3.37567
N  -4.12275  2.52176  -4.30841
S  -1.79787  1.43799  -3.79180
C  -4.24787  -0.11660  0.89960
C  -5.20675  -0.32971  1.95160
C  -4.79200  -0.98095  3.11138
C  -3.49404  -1.48191  3.18820
C  -2.67122  -1.25165  2.11740
N  -2.99658  -0.57699  1.01244
H  -6.27239  0.70805  -1.69896
H  -6.62650  1.36547  -0.06191
H  -6.64342  -0.39571  -0.29592
H  -5.03176  2.17216  -2.10714
H  -5.09474  2.72799  -4.13519
H  -3.65143  2.79618  -5.16157
H  -6.25708  -0.06374  1.80506
H  -5.53158  -1.07441  3.94331
H  -3.19054  -2.09831  4.04737
H  -1.67649  -1.66585  2.12417
N  4.16594  -3.77598  4.73642
C  4.67775  -2.80983  3.88808
O  5.88032  -2.64266  3.76064
C  3.58546  -2.20314  3.05339
C  2.28002  -2.00324  3.50430
C  1.37370  -1.44058  2.60359
N  1.65530  -1.05965  1.35695
C  2.88808  -1.34068  0.95185
C  3.88156  -1.84512  1.72455
H  4.77764  -4.14677  5.47248
H  3.26013  -3.67520  5.16939
H  1.89567  -2.30576  4.47345
H  0.33545  -1.22682  2.94702
H  3.13592  -1.13141  -0.10782
H  4.89747  -1.89392  1.35335
C  5.57425  2.40418  -4.60103
N  4.28760  2.61312  -3.98329
C  3.90200  1.88110  -2.91362
N  4.91992  1.72210  -2.03248
S  2.35469  1.24312  -2.68394
H  5.73966  3.26420  -5.29895
H  5.76361  1.45478  -5.10476
H  6.40664  2.49483  -3.85918
H  3.56197  3.03943  -4.54713
H  5.83761  1.41093  -2.36778
H  4.63403  1.14898  -1.24402

Löwdin atomic charge list, values in e, 5 entries: atom 1 (Tl): 0.613, atom 2 (C): -0.021, atom 3 (C): -0.265, atom 4 (N): 0.100, atom 5 (N): -0.039

---

The highest energy belongs to which entry?
C4H4O2